1.
# C7H21F3N6O6

A 5-piece molecular cluster, C7H21F3N6O6 overall in a non-equilibrium geometry (the ωB97M-V functional and the def2-TZVPD basis, the Open Molecules 2025 dataset).

The geometry in ORCA input format:
```
! wB97M-V def2-TZVPD RIJCOSX def2/J DEFGRID3
* xyz 0 1
C -1.52 3.04 2.36
H -1.55 -3.29 2.45
H 1.08 1.18 4.14
O 0.21 -1.12 -2.19
N 2.43 2.74 -1.49
N -2.23 -2.90 -0.48
C -0.17 2.37 1.83
H -2.07 -3.85 -0.78
H 0.31 1.97 -1.65
N -1.78 -3.61 1.52
H -2.30 -2.13 -1.13
C -1.66 -2.65 0.66
N 1.34 -2.13 -3.81
H -1.47 -0.86 -4.12
N 0.75 2.13 -2.55
H 0.75 0.58 0.16
H -0.42 -1.73 -5.17
H 0.75 -0.54 -0.86
H -0.71 1.03 4.21
H 0.40 1.81 -3.44
H 0.17 -0.75 0.57
O 0.89 -0.37 0.07
O -1.27 -1.57 0.97
O 0.05 2.26 0.44
C 0.32 -1.43 -3.35
O 0.24 1.04 2.32
O 2.68 2.26 -3.62
F -1.39 3.05 3.70
H 0.80 -1.27 2.84
H 2.03 -2.34 -3.11
N -0.55 -1.20 -4.32
H 1.63 -2.22 -4.77
H 1.69 2.89 -0.82
H 0.68 2.92 2.24
H 3.33 3.13 -1.25
F -1.79 4.29 2.02
C 2.01 2.38 -2.60
H 0.98 -1.34 4.45
C 0.20 0.70 3.71
H -0.63 -1.37 3.81
C 0.32 -0.85 3.73
F -2.56 2.27 2.18
H -1.97 -4.52 1.13
*
```

F_max (hartree/bohr): 0.1756
Highest occupied orbital energy (eV): -7.8

2.
# C29H23AlBrF4NPS2

C29H23AlBrF4NPS2 as an isolated structure (the ωB97M-V functional and the def2-TZVPD basis, the Open Molecules 2025 dataset).

The geometry in ORCA input format:
```
! wB97M-V def2-TZVPD RIJCOSX def2/J DEFGRID3
* xyz 1 1
C -2.51 4.27 1.26
F -2.05 -3.35 1.24
C -1.44 3.41 1.51
H 3.72 1.90 0.58
C -0.43 -4.99 1.44
C -0.74 2.81 0.47
C 0.21 -2.72 0.84
C -1.09 3.05 -0.86
H -0.54 2.59 -1.67
H -4.44 0.56 3.86
C 0.36 1.94 2.24
N 0.28 1.97 0.92
S 1.57 0.91 2.94
H 2.80 2.25 -0.86
C -1.89 -1.82 -1.61
F -1.38 -5.86 1.75
C -1.57 -0.54 1.53
H 5.10 2.52 -1.90
F 3.13 -4.91 0.97
Br 2.96 -2.03 0.31
H -2.69 0.42 -0.04
H 2.77 -0.44 -2.28
H 5.96 1.88 -0.50
H -3.14 -2.48 -3.21
H -2.01 -1.09 -4.91
H 4.65 -0.17 -0.58
C 4.25 0.69 -1.13
C -2.31 -1.84 -2.93
C 3.65 0.19 -2.44
C 5.44 1.60 -1.42
H -0.69 -1.41 3.30
H 4.37 -0.41 -3.00
F 1.20 -6.66 1.62
H -2.39 -2.42 -0.87
H -0.12 0.37 -4.27
H -3.05 4.73 2.07
H -4.52 1.13 1.45
P -0.20 -0.99 0.46
C -2.65 0.18 1.01
Al 1.70 0.63 0.65
C -2.16 3.89 -1.11
C -0.62 -0.24 -3.52
C -0.19 -0.21 -2.20
C -1.68 -1.06 -3.89
C 0.89 -5.40 1.37
C -3.68 0.58 1.86
C -1.52 -0.86 2.89
H -2.53 -0.72 4.77
H -3.69 5.15 -0.28
C -3.63 0.25 3.20
H 3.35 1.03 -3.07
H -2.45 4.09 -2.13
H 6.16 1.12 -2.08
C -2.56 -0.46 3.72
H 0.64 0.44 -1.95
C -0.75 -3.67 1.17
C 1.54 -3.17 0.78
C -0.82 -1.00 -1.24
C -2.86 4.49 -0.06
C 1.87 -4.49 1.03
C 3.21 1.42 -0.27
S -0.79 2.92 3.05
*
```

F_max (hartree/bohr): 0.0097
Highest occupied orbital energy (eV): -11.5

Please write out number 1 again, unchanged.
# C7H21F3N6O6

A 5-piece molecular cluster, C7H21F3N6O6 overall in a non-equilibrium geometry (the ωB97M-V functional and the def2-TZVPD basis, the Open Molecules 2025 dataset).

The geometry in ORCA input format:
```
! wB97M-V def2-TZVPD RIJCOSX def2/J DEFGRID3
* xyz 0 1
C -1.52 3.04 2.36
H -1.55 -3.29 2.45
H 1.08 1.18 4.14
O 0.21 -1.12 -2.19
N 2.43 2.74 -1.49
N -2.23 -2.90 -0.48
C -0.17 2.37 1.83
H -2.07 -3.85 -0.78
H 0.31 1.97 -1.65
N -1.78 -3.61 1.52
H -2.30 -2.13 -1.13
C -1.66 -2.65 0.66
N 1.34 -2.13 -3.81
H -1.47 -0.86 -4.12
N 0.75 2.13 -2.55
H 0.75 0.58 0.16
H -0.42 -1.73 -5.17
H 0.75 -0.54 -0.86
H -0.71 1.03 4.21
H 0.40 1.81 -3.44
H 0.17 -0.75 0.57
O 0.89 -0.37 0.07
O -1.27 -1.57 0.97
O 0.05 2.26 0.44
C 0.32 -1.43 -3.35
O 0.24 1.04 2.32
O 2.68 2.26 -3.62
F -1.39 3.05 3.70
H 0.80 -1.27 2.84
H 2.03 -2.34 -3.11
N -0.55 -1.20 -4.32
H 1.63 -2.22 -4.77
H 1.69 2.89 -0.82
H 0.68 2.92 2.24
H 3.33 3.13 -1.25
F -1.79 4.29 2.02
C 2.01 2.38 -2.60
H 0.98 -1.34 4.45
C 0.20 0.70 3.71
H -0.63 -1.37 3.81
C 0.32 -0.85 3.73
F -2.56 2.27 2.18
H -1.97 -4.52 1.13
*
```

F_max (hartree/bohr): 0.1756
Highest occupied orbital energy (eV): -7.8

Q: Which of these has the lowest highest occupied orbital energy?
A: C29H23AlBrF4NPS2

Q: Which value of highest occupied orbital energy does entry 2 give?
A: -11.5 eV